C11H18BaF6O3PS as an isolated structure. Source: the OMol25 dataset; level of theory: ωB97M-V/def2-TZVPD.

Atoms and positions in Å:
C1 2.26 -1.86 -1.09
H1 1.06 1.13 3.89
H2 1.68 -0.49 4.16
F1 -0.75 -0.20 -4.85
H3 -4.70 -0.48 -1.01
H4 -4.63 1.14 -0.25
P1 -1.48 0.56 -3.68
C2 -4.71 0.07 -0.07
F2 -2.87 0.61 -4.41
C3 1.33 -2.56 1.83
H5 3.29 -2.19 -0.96
C4 1.53 -1.18 1.32
H6 3.41 1.80 -1.00
H7 2.19 -1.45 -2.10
H8 2.61 2.98 1.31
F3 -1.91 -0.93 -2.99
O1 -2.72 -1.58 0.20
C5 1.02 0.11 3.52
H9 -5.62 -0.14 0.49
H10 1.64 -2.76 -1.06
H11 0.92 3.05 0.86
H12 1.78 2.18 -1.49
O2 -3.85 -0.77 2.23
F4 -2.20 1.31 -2.32
Ba1 -1.16 -0.20 -0.77
O3 -2.42 0.73 0.91
C6 1.66 1.06 1.22
F5 -1.03 1.98 -4.18
C7 1.64 2.53 1.50
S1 -3.36 -0.43 0.94
C8 1.41 0.03 2.08
F6 -0.06 0.47 -2.78
H13 2.12 -3.24 1.49
H14 1.37 2.74 2.54
C9 2.45 1.35 -1.25
H15 0.00 -0.25 3.70
C10 1.97 0.50 -0.12
C11 1.86 -0.85 -0.05
H16 2.58 0.78 -2.17
H17 0.39 -2.99 1.47
H18 1.30 -2.59 2.92

Summary:
Kohn-Sham gap (spin up / spin down)	8.745 / 6.857	eV
HOMO energy (spin up / spin down)	-8.54 / -8.56	eV
energy relative to the best compared isomer or geometry (same formula, charge and spin)	1.9720	eV
multiplicity	2